[1]
Here is a cluster of 13 separate species, C20H18Cl48I2N3 in total in a non-equilibrium geometry from the OMol25 dataset. Energies are from ωB97M-V/def2-TZVPD.

Results
Gap between HOMO and LUMO = 0.3006 Eh
Charge = +1
LUMO energy = -0.1031 hartree
E = -23621.31090 a.u.
Multiplicity = 1
HOMO = -11.0 eV

Geometry (Å):
1 C -6.15 -1.70 1.55
2 C -5.38 -0.50 0.93
3 I -6.08 1.27 2.02
4 C -5.74 -0.30 -0.59
5 I -5.54 1.79 -1.15
6 C -4.97 -1.29 -1.55
7 N -5.63 -2.60 -1.45
8 C -3.51 -1.56 -1.12
9 C -2.62 -0.36 -1.49
10 N -2.58 -0.24 -2.97
11 N -1.75 0.90 -3.35
12 C -3.91 0.00 -3.59
13 C -5.03 -0.91 -3.05
14 H -6.96 -1.98 0.86
15 H -6.62 -1.42 2.49
16 H -5.46 -2.54 1.67
17 H -4.32 -0.53 1.13
18 H -6.80 -0.53 -0.69
19 H -5.39 -3.06 -0.58
20 H -6.64 -2.52 -1.54
21 H -3.19 -2.43 -1.71
22 H -3.42 -1.86 -0.07
23 H -1.60 -0.60 -1.16
24 H -2.91 0.56 -1.00
25 H -2.13 -1.05 -3.39
26 H -2.19 1.70 -2.90
27 H -0.86 0.81 -2.86
28 H -4.19 1.05 -3.53
29 H -3.81 -0.21 -4.66
30 H -4.95 -1.86 -3.59
31 H -6.01 -0.50 -3.32
32 C -4.57 4.58 4.87
33 Cl -3.95 5.85 5.93
34 Cl -3.65 3.09 5.13
35 Cl -6.27 4.28 5.24
36 Cl -4.41 5.09 3.18
37 C -0.78 1.77 -6.84
38 Cl -2.40 2.35 -6.39
39 Cl -0.36 2.40 -8.44
40 Cl 0.40 2.33 -5.66
41 Cl -0.78 0.00 -6.89
42 C 4.58 1.29 -4.71
43 Cl 6.24 1.89 -4.67
44 Cl 4.05 1.12 -6.38
45 Cl 4.49 -0.30 -3.91
46 Cl 3.52 2.43 -3.86
47 C 8.87 -1.02 -5.89
48 Cl 7.36 -1.10 -4.96
49 Cl 8.67 -1.90 -7.41
50 Cl 9.26 0.67 -6.23
51 Cl 10.17 -1.76 -4.95
52 C -8.57 6.14 7.90
53 Cl -7.35 5.18 8.76
54 Cl -9.60 5.06 6.96
55 Cl -9.56 7.04 9.07
56 Cl -7.76 7.29 6.82
57 C -8.13 4.88 13.12
58 Cl -9.09 3.55 13.78
59 Cl -8.79 5.37 11.55
60 Cl -8.17 6.25 14.24
61 Cl -6.45 4.35 12.91
62 C -0.70 -2.50 1.75
63 Cl -2.40 -2.36 2.22
64 Cl -0.11 -0.90 1.25
65 Cl 0.25 -3.07 3.12
66 Cl -0.56 -3.62 0.39
67 C 2.27 -7.21 2.77
68 Cl 2.80 -8.11 1.34
69 Cl 1.48 -8.32 3.90
70 Cl 3.66 -6.46 3.55
71 Cl 1.12 -5.95 2.28
72 C 11.94 2.13 -3.49
73 Cl 12.75 3.70 -3.60
74 Cl 12.33 1.36 -1.94
75 Cl 10.19 2.36 -3.60
76 Cl 12.49 1.10 -4.82
77 C 13.48 -2.75 -7.70
78 Cl 12.56 -4.06 -6.95
79 Cl 12.74 -2.33 -9.25
80 Cl 13.45 -1.34 -6.63
81 Cl 15.15 -3.27 -7.96
82 C 11.96 -6.96 -3.68
83 Cl 12.39 -7.83 -5.16
84 Cl 11.19 -8.07 -2.54
85 Cl 13.41 -6.27 -2.95
86 Cl 10.83 -5.65 -4.08
87 C -3.05 4.13 10.05
88 Cl -4.43 5.15 10.47
89 Cl -1.56 5.08 10.21
90 Cl -2.98 2.74 11.14
91 Cl -3.23 3.58 8.38

Mulliken atomic charges, in units of e: C -1.077; C -0.151; I 0.182; C -1.548; I 0.194; C 2.193; N -0.652; C -1.068; C -0.592; N 0.291; N -0.583; C -0.412; C -1.924; H 0.306; H 0.419; H 0.211; H 0.363; H 0.814; H 0.244; H 0.357; H 0.368; H -0.236; H 0.626; H 0.164; H 0.471; H 0.280; H 0.289; H 0.251; H 0.428; H 0.519; H 0.289; C 0.246; Cl -0.070; Cl -0.082; Cl 0.006; Cl -0.091; C 0.302; Cl -0.096; Cl -0.079; Cl -0.029; Cl -0.118; C 0.321; Cl 0.005; Cl -0.081; Cl -0.134; Cl -0.123; C 0.310; Cl -0.060; Cl -0.099; Cl -0.098; Cl -0.041; C 0.294; Cl 0.012; Cl -0.089; Cl -0.123; Cl -0.084; C 0.288; Cl -0.100; Cl -0.034; Cl -0.098; Cl -0.066; C 0.427; Cl -0.084; Cl -0.123; Cl -0.069; Cl -0.158; C 0.311; Cl -0.097; Cl -0.091; Cl -0.098; Cl -0.014; C 0.245; Cl -0.093; Cl -0.098; Cl -0.044; Cl -0.014; C 0.259; Cl -0.030; Cl -0.094; Cl -0.029; Cl -0.098; C 0.324; Cl -0.090; Cl -0.104; Cl -0.091; Cl -0.049; C 0.283; Cl -0.068; Cl -0.098; Cl -0.105; Cl -0.016

[2]
Here is an isolated molecule of C20H18ClFN4O4 in a non-equilibrium geometry from the OMol25 dataset. Energies are from ωB97M-V/def2-TZVPD.

Results
Gap between HOMO and LUMO = 0.2990 Eh
Charge = 0
LUMO energy = 0.0041 hartree
E = -1852.89383 a.u.
SMILES = C[C@@H]1CN(C(=O)C(=O)Nc2ccc3[nH]c(=O)oc3c2)CCN1c1ccc(Cl)c(F)c1
Multiplicity = 1
HOMO = -8.0 eV

Geometry (Å):
1 O 1.46 -0.11 -1.23
2 O 8.07 -1.97 -3.06
3 O -1.52 -0.16 -2.91
4 F -5.74 0.96 5.36
5 Cl -3.76 0.08 7.51
6 O 6.12 -0.72 -3.04
7 C 0.73 -0.16 -2.16
8 C 6.95 -1.82 -3.39
9 C -0.73 0.18 -2.01
10 C -2.28 -0.15 5.33
11 C 2.56 -2.68 -3.89
12 C 3.55 -0.54 -3.21
13 C 3.81 -3.28 -4.16
14 C -1.87 0.05 4.06
15 C -4.13 0.72 3.57
16 C -4.48 0.58 4.91
17 C -3.42 0.25 5.81
18 C 4.84 -1.12 -3.42
19 C 2.42 -1.29 -3.50
20 C 4.91 -2.53 -3.81
21 C -2.74 0.52 3.08
22 N 1.07 -0.84 -3.30
23 N 6.22 -2.86 -3.84
24 N -1.26 0.80 -0.83
25 N -2.33 0.97 1.77
26 C -2.67 1.15 -0.76
27 C -3.21 0.68 0.65
28 C -1.41 3.20 2.14
29 C -0.42 1.48 0.30
30 C -1.12 1.77 1.68
31 H -1.64 -0.66 6.08
32 H 1.69 -3.39 -3.93
33 H 3.46 0.43 -2.81
34 H 3.69 -4.31 -4.63
35 H -1.04 -0.44 3.74
36 H -4.90 1.14 2.86
37 H 0.26 -1.04 -3.93
38 H 6.54 -3.81 -3.92
39 H -2.86 2.18 -1.00
40 H -3.25 0.61 -1.47
41 H -4.26 1.03 0.89
42 H -3.21 -0.44 0.73
43 H -1.21 3.22 3.19
44 H -0.58 3.96 1.78
45 H -2.51 3.45 1.97
46 H -0.01 2.41 -0.13
47 H 0.51 0.95 0.52
48 H -0.28 1.53 2.41

natural (NBO) atomic charges, in units of e: O -0.574; O -0.572; O -0.618; F -0.319; Cl 0.012; O -0.442; C 0.585; C 0.866; C 0.597; C -0.204; C -0.202; C -0.227; C -0.258; C -0.281; C -0.315; C 0.392; C -0.115; C 0.258; C 0.112; C 0.101; C 0.237; N -0.612; N -0.599; N -0.424; N -0.486; C -0.236; C -0.199; C -0.628; C -0.224; C -0.039; H 0.233; H 0.222; H 0.240; H 0.239; H 0.219; H 0.229; H 0.446; H 0.434; H 0.198; H 0.248; H 0.195; H 0.203; H 0.218; H 0.214; H 0.218; H 0.195; H 0.251; H 0.214

[3]
Here is an isolated molecule of C20H18F3N5O2 in a non-equilibrium geometry from the OMol25 dataset. Energies are from ωB97M-V/def2-TZVPD.

Results
Gap between HOMO and LUMO = 0.2983 Eh
Charge = 0
LUMO energy = 0.0064 hartree
E = -1496.77142 a.u.
Energy relative to the best compared isomer or geometry (same formula, charge and spin) = 0.00 kJ/mol
SMILES = COc1cc(OCc2nc(-c3ccccc3)cn2C)nn2c(C)c(C(F)(F)F)nc12
Multiplicity = 1
HOMO = -7.9 eV

Geometry (Å):
1 F -1.43 3.72 6.24
2 F -0.96 2.02 7.61
3 F -2.95 2.17 6.63
4 N -0.69 0.50 1.97
5 N -0.26 0.39 5.44
6 N -0.67 -0.02 -3.10
7 O 1.62 -1.98 4.54
8 O 0.08 -0.70 0.19
9 C 0.03 -0.50 1.52
10 C -0.02 -0.05 4.25
11 C 0.02 0.12 -1.98
12 C 0.84 -1.33 2.40
13 C 0.84 -1.13 3.77
14 C 0.26 -0.29 -4.10
15 C 1.51 -0.24 -3.56
16 C -1.37 1.67 3.96
17 C -1.09 1.53 5.30
18 C -0.74 -1.64 -8.02
19 C 0.62 -1.59 -7.65
20 C -1.74 -1.20 -7.18
21 C 0.93 -1.11 -6.38
22 C -1.41 -0.70 -5.93
23 C -0.07 -0.69 -5.48
24 N -0.72 0.66 3.32
25 N 1.39 0.07 -2.24
26 C 1.93 -1.65 5.88
27 C -2.27 2.66 3.20
28 C -1.62 2.38 6.47
29 C -0.63 0.21 -0.65
30 C 2.53 0.20 -1.35
31 H 1.43 -2.16 1.97
32 H 2.41 -0.41 -4.08
33 H -1.03 -2.02 -8.98
34 H 1.36 -1.89 -8.36
35 H -2.75 -1.26 -7.45
36 H 1.98 -1.11 -6.05
37 H -2.19 -0.27 -5.31
38 H 1.04 -1.74 6.47
39 H 2.69 -2.37 6.22
40 H 2.34 -0.64 6.00
41 H -2.90 3.28 3.84
42 H -2.92 2.06 2.55
43 H -1.65 3.26 2.54
44 H -1.68 -0.09 -0.74
45 H -0.56 1.27 -0.33
46 H 2.46 -0.57 -0.56
47 H 2.56 1.22 -0.91
48 H 3.44 -0.01 -1.90

natural (NBO) atomic charges, in units of e: F -0.327; F -0.311; F -0.316; N -0.342; N -0.438; N -0.448; O -0.477; O -0.486; C 0.520; C 0.231; C 0.325; C -0.357; C 0.368; C 0.051; C -0.071; C 0.162; C -0.022; C -0.215; C -0.213; C -0.215; C -0.214; C -0.200; C 0.017; N -0.147; N -0.337; C -0.250; C -0.642; C 0.981; C -0.113; C -0.404; H 0.247; H 0.211; H 0.207; H 0.214; H 0.210; H 0.198; H 0.225; H 0.199; H 0.196; H 0.191; H 0.239; H 0.234; H 0.230; H 0.230; H 0.216; H 0.220; H 0.210; H 0.217

[4]
Here is an isolated molecule of C20H18FN3O4 from the OMol25 dataset. Energies are from ωB97M-V/def2-TZVPD.

Results
Gap between HOMO and LUMO = 0.2961 Eh
Charge = 0
LUMO energy = 0.0185 hartree
E = -1338.09083 a.u.
Energy relative to the best compared isomer or geometry (same formula, charge and spin) = 71.79 kJ/mol
SMILES = COc1ccc2c(c1)C[C@]1(CN2C)C(=O)NC(=O)N(c2ccc(F)cc2)C1=O
Multiplicity = 1
HOMO = -7.6 eV

Geometry (Å):
1 C -2.87 5.78 0.02
2 H -3.58 6.57 -0.24
3 O -3.65 4.67 0.38
4 C -3.02 3.52 0.76
5 C -1.64 3.36 0.82
6 C -1.08 2.15 1.22
7 C -1.91 1.08 1.57
8 C -3.29 1.25 1.48
9 C -3.84 2.44 1.08
10 H -4.91 2.57 1.02
11 H -3.94 0.43 1.74
12 N -1.38 -0.13 2.02
13 C 0.00 -0.13 2.37
14 H 0.35 -1.15 2.54
15 H 0.15 0.45 3.29
16 C 0.91 0.58 1.28
17 C 2.31 0.50 1.82
18 O 2.78 1.28 2.61
19 N 3.01 -0.62 1.42
20 C 2.68 -1.53 0.44
21 O 3.35 -2.50 0.22
22 N 1.54 -1.21 -0.28
23 C 0.70 -0.12 -0.04
24 O -0.15 0.18 -0.83
25 C 1.28 -2.00 -1.46
26 C 2.24 -2.09 -2.45
27 C 2.00 -2.85 -3.58
28 C 0.78 -3.50 -3.69
29 C -0.19 -3.41 -2.71
30 C 0.06 -2.66 -1.58
31 H -0.68 -2.57 -0.81
32 H -1.13 -3.93 -2.84
33 F 0.54 -4.24 -4.79
34 H 2.73 -2.94 -4.36
35 H 3.18 -1.58 -2.34
36 H 3.91 -0.77 1.86
37 C 0.42 2.03 1.22
38 H 0.81 2.51 0.32
39 H 0.84 2.56 2.08
40 C -2.00 -1.35 1.57
41 H -2.39 -1.24 0.55
42 H -1.27 -2.16 1.58
43 H -2.82 -1.63 2.23
44 H -0.97 4.16 0.55
45 H -2.24 5.56 -0.85
46 H -2.24 6.12 0.84

natural (NBO) atomic charges, in units of e: C -0.251; H 0.199; O -0.494; C 0.282; C -0.303; C 0.048; C 0.113; C -0.225; C -0.230; H 0.222; H 0.214; N -0.441; C -0.167; H 0.211; H 0.217; C -0.284; C 0.714; O -0.562; N -0.656; C 0.808; O -0.576; N -0.511; C 0.721; O -0.544; C 0.127; C -0.163; C -0.276; C 0.401; C -0.265; C -0.178; H 0.222; H 0.232; F -0.320; H 0.234; H 0.225; H 0.435; C -0.416; H 0.229; H 0.249; C -0.405; H 0.205; H 0.198; H 0.196; H 0.212; H 0.174; H 0.173

Q: Which of these has the lowest E?
A: C20H18Cl48I2N3

Q: What is the formula in the fourth record?
A: C20H18FN3O4

Q: multiplicity of number 4 (C20H18FN3O4)?
A: 1

Q: What is the formula in the first record?
A: C20H18Cl48I2N3